C20H46O9S | ωB97M-V/def2-TZVPD

Results
Net charge: 0
Electronic energy (a.u.): -1864.8704
Kohn-Sham gap (Eh): 0.3554
Largest force on an atom (eV/Å): 1.0
SMILES: CS(=O)(=O)[C@H]1COC(=O)O1.CCOCC.CCOCC.CCOCC.CCOCC

Geometry (Å):
C  6.931  -3.176  3.049
S  5.515  -2.377  2.372
O  5.481  -2.516  0.945
O  5.414  -1.058  2.937
C  4.126  -3.263  3.047
C  2.812  -2.454  2.910
O  1.875  -3.487  2.608
C  2.515  -4.672  2.787
O  2.061  -5.662  3.236
O  3.820  -4.490  2.379
H  6.684  -3.526  4.051
H  7.725  -2.437  3.130
H  7.205  -4.003  2.399
H  4.294  -3.525  4.094
H  2.630  -1.947  3.856
H  2.816  -1.729  2.098
C  -2.443  0.257  0.266
C  -0.935  0.415  0.352
O  -0.325  -0.371  1.359
C  -0.495  -1.775  1.244
C  0.066  -2.363  -0.038
H  -2.904  0.485  1.228
H  -2.851  0.932  -0.488
H  -2.733  -0.759  -0.008
H  -0.691  1.446  0.610
H  -0.473  0.217  -0.623
H  -1.550  -2.047  1.366
H  0.031  -2.192  2.095
H  -0.450  -1.989  -0.923
H  -0.041  -3.448  -0.026
H  1.126  -2.121  -0.141
C  -2.708  3.925  -3.001
C  -3.531  2.722  -3.428
O  -4.665  2.479  -2.616
C  -5.630  3.516  -2.562
C  -6.245  3.871  -3.904
H  -2.388  3.821  -1.963
H  -1.823  4.013  -3.632
H  -3.268  4.857  -3.086
H  -2.926  1.819  -3.345
H  -3.822  2.810  -4.481
H  -5.206  4.407  -2.084
H  -6.406  3.142  -1.894
H  -5.508  4.271  -4.602
H  -7.017  4.629  -3.770
H  -6.696  2.990  -4.362
C  -6.189  1.631  4.703
C  -7.324  1.695  3.694
O  -7.104  2.603  2.631
C  -5.969  2.350  1.823
C  -5.983  1.000  1.129
H  -5.989  2.620  5.116
H  -6.455  0.959  5.520
H  -5.265  1.260  4.258
H  -8.229  2.051  4.187
H  -7.548  0.695  3.307
H  -5.048  2.471  2.406
H  -5.972  3.144  1.075
H  -5.965  0.171  1.839
H  -5.112  0.907  0.483
H  -6.880  0.889  0.519
C  5.507  -1.168  -2.044
C  6.811  -1.915  -2.245
O  7.195  -2.073  -3.601
C  7.395  -0.879  -4.331
C  8.479  0.024  -3.766
H  4.697  -1.662  -2.583
H  5.259  -1.144  -0.986
H  5.564  -0.137  -2.398
H  6.709  -2.929  -1.858
H  7.615  -1.439  -1.671
H  6.453  -0.327  -4.433
H  7.679  -1.205  -5.332
H  8.227  0.393  -2.771
H  8.617  0.890  -4.414
H  9.426  -0.513  -3.696

=====

C20H47AlF3NO3P2 | ωB97M-V/def2-TZVPD

Results
Net charge: 0
Electronic energy (a.u.): -2295.3642
Kohn-Sham gap (Eh): 0.2028
Largest force on an atom (eV/Å): 2.9

Geometry (Å):
N  -9.086  -4.385  -0.183
P  -8.611  -3.317  -1.289
O  -9.481  -1.869  -0.996
O  -9.037  -3.949  -2.819
Al  -6.272  -3.078  -1.138
C  -5.616  -1.202  -1.736
C  -5.728  -0.102  -0.592
O  -4.422  0.462  -0.206
C  -4.725  1.461  0.793
C  -4.226  1.006  2.248
F  -4.921  1.825  3.162
F  -4.601  -0.294  2.524
F  -2.862  1.249  2.406
H  -8.267  -4.687  0.361
H  -9.878  -1.604  -1.856
H  -9.504  -3.245  -3.313
H  -5.612  -4.136  -2.146
H  -5.778  -3.288  0.359
H  -6.326  -0.899  -2.584
H  -4.586  -1.291  -2.198
H  -6.352  0.755  -1.024
H  -6.177  -0.530  0.362
H  -5.849  1.617  0.915
H  -4.276  2.469  0.549
C  5.703  3.630  0.490
C  4.210  3.582  0.786
C  3.843  2.568  1.869
C  3.851  1.098  1.434
P  2.456  0.474  0.512
C  0.965  0.968  1.411
C  0.818  0.693  2.909
C  0.521  -0.744  3.348
C  -0.618  -1.416  2.598
C  2.442  -1.306  0.542
C  3.561  -2.154  -0.061
C  3.611  -2.299  -1.576
C  2.270  -2.559  -2.249
C  2.168  1.211  -1.087
C  3.032  1.051  -2.342
C  4.546  1.232  -2.191
C  5.053  2.544  -2.776
H  6.090  2.657  0.179
H  5.903  4.343  -0.313
H  6.263  3.952  1.370
H  3.656  3.388  -0.133
H  3.900  4.577  1.123
H  2.854  2.825  2.259
H  4.538  2.688  2.706
H  3.874  0.503  2.356
H  4.790  0.853  0.932
H  0.100  0.577  0.868
H  0.904  2.056  1.284
H  -0.007  1.316  3.270
H  1.710  1.037  3.442
H  0.269  -0.727  4.413
H  1.422  -1.359  3.284
H  -1.563  -0.901  2.781
H  -0.728  -2.450  2.933
H  -0.445  -1.445  1.521
H  1.469  -1.667  0.200
H  2.477  -1.557  1.606
H  3.449  -3.163  0.354
H  4.530  -1.798  0.305
H  4.292  -3.117  -1.827
H  4.076  -1.408  -1.994
H  1.870  -3.533  -1.962
H  2.391  -2.546  -3.334
H  1.526  -1.797  -2.001
H  2.025  2.283  -0.919
H  1.170  0.854  -1.377
H  2.656  1.755  -3.092
H  2.832  0.072  -2.775
H  5.053  0.429  -2.736
H  4.859  1.135  -1.152
H  4.921  2.559  -3.860
H  6.118  2.664  -2.571
H  4.523  3.404  -2.358

=====

C20H47AsFIN2O9PS | ωB97M-V/def2-TZVPD

Results
Net charge: -1
Electronic energy (a.u.): -4949.6998
Kohn-Sham gap (Eh): 0.2254
Largest force on an atom (eV/Å): 0.6

Geometry (Å):
C  5.566  -1.046  2.089
C  4.062  -1.343  2.064
C  3.156  -0.142  1.890
I  3.604  1.290  3.481
As  1.091  -0.457  1.533
O  1.030  1.428  1.466
C  1.535  -0.545  -0.488
N  1.105  -1.747  -1.171
C  -0.919  -0.534  1.001
C  -1.883  0.583  1.402
C  -2.003  1.716  0.377
F  -1.567  1.172  2.649
C  0.725  -0.477  3.561
S  -0.697  -1.247  4.245
O  -1.183  -2.340  3.437
O  -0.511  -1.422  5.666
P  1.273  -2.912  1.722
N  1.634  -3.456  3.179
H  5.822  -0.216  1.426
H  6.127  -1.925  1.760
H  5.906  -0.805  3.097
H  3.880  -1.994  1.200
H  3.782  -1.882  2.972
H  3.489  0.432  1.025
H  0.640  1.684  0.623
H  1.047  0.330  -0.942
H  2.606  -0.423  -0.661
H  1.792  -2.482  -1.209
H  0.188  -2.083  -0.928
H  -0.911  -0.518  -0.092
H  -1.347  -1.497  1.279
H  -2.869  0.135  1.570
H  -1.441  1.518  -0.535
H  -3.043  1.914  0.116
H  -1.620  2.631  0.834
H  0.640  0.568  3.864
H  1.550  -0.967  4.079
H  -1.595  -0.254  4.097
H  0.045  -3.439  1.250
H  2.168  -3.407  0.748
H  2.518  -3.952  3.190
O  4.555  -3.570  -0.813
C  4.776  -4.540  -0.142
O  3.757  -5.398  0.070
C  3.878  -6.590  0.852
C  3.676  -6.310  2.326
C  6.105  -4.765  0.540
H  4.827  -7.090  0.651
H  3.086  -7.236  0.476
H  4.450  -5.650  2.719
H  3.700  -7.242  2.892
H  2.710  -5.828  2.486
H  6.093  -4.212  1.479
H  6.880  -4.342  -0.094
H  6.339  -5.805  0.750
O  -2.512  3.071  -2.465
C  -1.775  4.015  -2.556
O  -2.071  5.123  -1.844
C  -1.171  6.232  -1.733
C  -1.301  7.195  -2.894
C  -0.572  4.002  -3.469
H  -0.148  5.881  -1.602
H  -1.462  6.717  -0.802
H  -1.024  6.726  -3.839
H  -0.652  8.057  -2.739
H  -2.330  7.544  -2.978
H  -0.904  4.284  -4.468
H  -0.198  2.982  -3.507
H  0.233  4.666  -3.168
O  -8.251  2.467  -5.380
C  -7.649  2.492  -4.339
O  -6.340  2.194  -4.341
C  -5.506  2.341  -3.173
C  -5.580  1.138  -2.261
C  -8.349  2.793  -3.031
H  -5.745  3.269  -2.654
H  -4.499  2.445  -3.564
H  -6.582  0.992  -1.854
H  -4.884  1.267  -1.431
H  -5.302  0.237  -2.807
H  -8.779  1.864  -2.657
H  -9.160  3.485  -3.240
H  -7.709  3.211  -2.260

=====

C20H47N2O12 | ωB97M-V/def2-TZVPD

Results
Net charge: -1
Electronic energy (a.u.): -1802.4713
Kohn-Sham gap (Eh): 0.2237
Largest force on an atom (eV/Å): 4.1

Geometry (Å):
C  2.316  1.496  -1.568
C  0.919  2.162  -1.295
C  0.903  3.216  -0.191
C  -0.343  3.892  0.073
C  -1.636  3.598  -0.649
N  -2.746  4.346  -0.275
C  -3.810  3.963  -1.032
C  -3.825  2.899  -2.067
N  -2.722  2.185  -2.416
C  -1.595  2.560  -1.697
C  -0.293  1.839  -2.018
C  -0.289  0.727  -3.150
O  0.339  -0.356  -2.989
O  -0.939  0.908  -4.264
H  2.238  0.471  -2.008
H  2.814  1.411  -0.552
H  2.983  2.189  -2.165
H  1.840  3.434  0.374
H  -0.332  4.690  0.867
H  -4.791  4.515  -0.853
H  -4.784  2.661  -2.595
C  2.328  -2.708  -0.580
O  0.957  -2.394  -0.734
H  2.418  -3.585  0.062
H  2.770  -2.930  -1.557
H  2.853  -1.867  -0.118
H  0.905  -1.612  -1.310
C  -5.828  4.317  -4.860
O  -6.485  4.776  -3.678
H  -5.690  3.239  -4.796
H  -6.438  4.551  -5.737
H  -4.852  4.799  -4.948
H  -6.590  5.729  -3.766
C  5.615  -4.818  -0.232
O  5.077  -3.677  0.410
H  6.223  -4.495  -1.076
H  6.240  -5.377  0.472
H  4.801  -5.452  -0.594
H  4.545  -3.993  1.149
C  7.775  -3.903  2.751
O  6.398  -3.583  2.596
H  7.862  -4.780  3.393
H  8.211  -4.124  1.775
H  8.300  -3.063  3.213
H  6.349  -2.808  2.025
C  -8.079  5.674  -0.212
O  -7.113  4.644  -0.051
H  -7.739  6.561  0.317
H  -8.196  5.909  -1.274
H  -9.036  5.349  0.205
H  -7.437  3.870  -0.529
C  9.389  -3.123  -1.193
O  8.699  -2.657  -0.041
H  9.547  -4.196  -1.095
H  8.792  -2.927  -2.088
H  10.356  -2.621  -1.275
H  8.569  -1.708  -0.150
C  5.996  -7.986  2.384
O  5.196  -6.909  2.846
H  5.476  -8.923  2.581
H  6.165  -7.887  1.308
H  6.953  -7.987  2.914
H  5.683  -6.094  2.660
C  -8.815  1.943  -2.785
O  -7.447  1.923  -2.407
H  -9.261  0.982  -2.530
H  -9.339  2.738  -2.246
H  -8.902  2.106  -3.862
H  -7.074  2.781  -2.642
C  -10.331  6.514  2.953
O  -9.153  7.126  2.445
H  -11.185  7.143  2.705
H  -10.464  5.529  2.498
H  -10.260  6.415  4.039
H  -8.413  6.553  2.676
C  4.545  -6.341  6.415
O  4.742  -5.008  6.872
H  4.879  -7.029  7.190
H  3.484  -6.508  6.214
H  5.127  -6.509  5.506
H  4.440  -4.419  6.171

=====

C20H48BrClGaO15S4 | ωB97M-V/def2-TZVPD

Results
Net charge: -1
Electronic energy (a.u.): -8471.1887
Kohn-Sham gap (Eh): 0.2559
Largest force on an atom (eV/Å): 6.0

Geometry (Å):
C  -0.948  -0.888  1.534
C  -1.491  -0.749  0.007
O  -2.914  -0.510  0.119
Ga  -3.749  -0.401  -1.574
Cl  -2.486  1.039  -2.881
C  -3.975  -2.195  -2.553
C  -2.938  -3.341  -2.123
C  -3.133  -3.858  -0.602
O  -3.661  -5.235  -0.612
C  -5.019  -5.240  -0.085
C  -5.569  0.589  -1.307
C  -6.446  0.028  -0.089
O  -7.532  0.616  0.170
Br  -6.005  -1.527  1.068
H  0.153  -0.608  1.606
H  -1.592  -0.143  2.136
H  -1.193  -1.917  1.966
H  -1.300  -1.759  -0.492
H  -0.939  0.069  -0.576
H  -5.057  -2.526  -2.403
H  -3.794  -1.981  -3.675
H  -1.838  -3.098  -2.334
H  -3.186  -4.260  -2.780
H  -3.841  -3.166  -0.043
H  -2.137  -3.931  -0.035
H  -5.050  -5.184  1.060
H  -5.621  -4.346  -0.481
H  -5.519  -6.224  -0.416
H  -5.282  1.676  -1.041
H  -6.164  0.681  -2.290
O  0.599  -3.052  -2.845
S  1.922  -3.371  -2.382
O  2.776  -2.383  -1.778
O  2.734  -4.103  -3.573
C  2.813  -3.454  -4.842
C  3.846  -2.343  -4.837
C  1.821  -4.765  -1.295
H  1.832  -3.079  -5.149
H  3.109  -4.214  -5.568
H  3.532  -1.519  -4.193
H  3.993  -1.949  -5.845
H  4.802  -2.707  -4.454
H  1.225  -5.541  -1.772
H  1.342  -4.436  -0.373
H  2.829  -5.122  -1.085
O  -2.958  1.932  4.165
S  -2.806  2.677  2.941
O  -1.556  2.718  2.230
O  -3.315  4.195  3.183
C  -2.761  4.932  4.270
C  -1.379  5.464  3.939
C  -4.082  2.192  1.814
H  -2.744  4.326  5.181
H  -3.433  5.774  4.457
H  -0.658  4.649  3.843
H  -1.027  6.137  4.723
H  -1.389  6.000  2.987
H  -5.039  2.220  2.334
H  -3.870  1.175  1.473
H  -4.081  2.876  0.966
O  -0.679  8.719  5.313
S  -0.306  10.104  5.419
O  0.512  10.749  4.427
O  0.341  10.365  6.878
C  1.429  9.541  7.296
C  2.734  9.972  6.654
C  -1.771  11.071  5.654
H  1.218  8.487  7.093
H  1.510  9.650  8.380
H  2.724  9.783  5.578
H  3.575  9.424  7.085
H  2.899  11.043  6.792
H  -2.367  10.621  6.446
H  -2.328  11.068  4.717
H  -1.484  12.089  5.913
O  5.218  -5.247  -4.970
S  6.532  -5.567  -4.481
O  7.716  -4.967  -5.035
O  6.715  -7.174  -4.477
C  6.465  -7.890  -5.686
C  7.627  -7.773  -6.654
C  6.555  -5.339  -2.726
H  5.530  -7.557  -6.147
H  6.332  -8.938  -5.410
H  7.726  -6.751  -7.027
H  7.481  -8.433  -7.512
H  8.568  -8.030  -6.162
H  5.691  -5.843  -2.294
H  6.503  -4.268  -2.526
H  7.483  -5.748  -2.329

=====

C20H49BIInN4O5P | ωB97M-V/def2-TZVPD

Results
Net charge: -1
Electronic energy (a.u.): -2240.8241
Kohn-Sham gap (Eh): 0.2105
Largest force on an atom (eV/Å): 0.8

Geometry (Å):
C  1.387  -1.656  1.382
C  0.818  -1.147  0.052
C  1.731  -0.085  -0.580
C  1.422  1.328  -0.056
C  0.498  2.127  -0.987
C  -0.499  3.046  -0.257
C  -1.922  2.493  -0.300
C  -2.936  3.394  0.397
C  -4.420  3.096  0.081
C  -4.757  1.663  -0.352
C  -4.543  0.601  0.744
In  -6.283  -0.789  0.814
B  -8.117  0.475  1.491
N  -9.101  1.150  0.618
O  -8.351  0.617  2.848
P  -6.536  -1.765  -1.571
O  -5.026  -1.475  -2.268
I  -7.877  -0.033  -2.794
H  2.071  -2.488  1.209
H  1.940  -0.854  1.880
H  0.606  -1.996  2.061
H  0.691  -1.984  -0.638
H  -0.162  -0.695  0.228
H  2.767  -0.335  -0.326
H  1.642  -0.108  -1.670
H  0.912  1.223  0.907
H  2.351  1.877  0.112
H  1.085  2.699  -1.710
H  -0.083  1.398  -1.565
H  -0.465  4.061  -0.659
H  -0.189  3.106  0.793
H  -1.922  1.502  0.158
H  -2.205  2.367  -1.350
H  -2.716  4.429  0.113
H  -2.792  3.338  1.480
H  -5.013  3.277  0.984
H  -4.783  3.803  -0.673
H  -5.818  1.690  -0.631
H  -4.220  1.393  -1.266
H  -4.494  1.103  1.719
H  -3.606  0.057  0.605
H  -5.949  -2.158  1.889
H  -8.607  1.704  -0.073
H  -9.630  0.473  0.075
H  -7.515  0.648  3.327
H  -5.123  -0.927  -3.058
C  3.216  3.981  -3.770
C  2.647  5.238  -3.148
O  2.540  5.365  -1.943
N  2.246  6.229  -3.993
C  2.289  6.245  -5.438
H  3.477  3.302  -2.964
H  2.485  3.497  -4.418
H  4.109  4.201  -4.357
H  1.870  7.033  -3.517
H  2.906  7.069  -5.803
H  1.288  6.356  -5.860
H  2.711  5.317  -5.809
C  1.675  -4.242  5.278
C  2.408  -4.223  3.955
O  1.888  -4.612  2.924
N  3.683  -3.753  3.949
C  4.479  -3.277  5.058
H  0.681  -4.641  5.101
H  2.191  -4.871  6.005
H  1.587  -3.236  5.691
H  4.106  -3.743  3.032
H  4.777  -2.238  4.905
H  5.387  -3.873  5.170
H  3.911  -3.339  5.981
C  6.022  -5.593  -0.163
C  5.357  -4.234  -0.178
O  5.828  -3.282  0.427
N  4.203  -4.107  -0.878
C  3.489  -5.115  -1.632
H  6.917  -5.518  0.446
H  5.359  -6.347  0.263
H  6.300  -5.905  -1.171
H  3.807  -3.179  -0.837
H  3.398  -4.825  -2.680
H  2.487  -5.261  -1.227
H  4.018  -6.062  -1.584

=====

- Among the records above, which one has the lowest electronic energy?
  C20H48BrClGaO15S4

=====

- The lowest Kohn-Sham gap belongs to which entry?
  C20H47AlF3NO3P2

=====

- The highest Kohn-Sham gap belongs to which entry?
  C20H46O9S

=====

- Which value of net charge does entry 3 give?
  -1